The following is a quantum chemistry calculation of C3H5ClS as an isolated structure in a non-equilibrium geometry, from the OMol25 dataset.

As for the net charge: 0. The calculation puts the HOMO energy (alpha / beta) at -0.3094 / -0.3095 hartree. For the frontier orbital gap (alpha / beta), the calculation gives 6.13 / 6.13 eV. The calculation puts the energy relative to the best compared isomer or geometry (same formula, charge and spin) at 461.0 kJ/mol.

Each line ends with the Mulliken charge.
CARTESIAN COORDINATES (ANGSTROEM)
C (-0.008168, -0.202699, 0.250089)  -0.042
C (-0.105638, 1.105610, 0.835689)  -0.799
C (0.302821, -0.747846, -1.022259)  -0.245
S (-0.338734, -1.983992, 1.862910)  -0.266
Cl (-0.916524, -0.769470, -2.400366)  -0.161
H (-1.288684, 1.258742, 0.944990)  0.283
H (0.422194, 1.300995, 1.734662)  0.312
H (0.074596, 1.909188, 0.057669)  0.322
H (0.600227, -1.779309, -1.009587)  0.332
H (1.257911, -0.091219, -1.253797)  0.263

Forces on the atoms, in the same order (eV/Å):
-0.99 -4.32 5.36
-3.21 1.75 -2.98
1.74 0.82 -1.97
0.79 3.67 -3.31
0.49 0.76 0.78
2.25 -0.44 0.35
0.17 -0.23 0.90
0.29 -0.64 0.75
0.06 -0.24 0.43
-1.58 -1.11 -0.30

=====

The following is a quantum chemistry calculation of a 2-piece molecular cluster, C3H5ClS overall in a non-equilibrium geometry, from the OMol25 dataset.

As for the net charge: 0. The calculation puts the HOMO energy (alpha / beta) at -0.2647 / -0.2906 hartree. For the frontier orbital gap (alpha / beta), the calculation gives 7.38 / 8.03 eV. The calculation puts the energy relative to the best compared isomer or geometry (same formula, charge and spin) at 390.7 kJ/mol.

Each line ends with the Mulliken charge.
CARTESIAN COORDINATES (ANGSTROEM)
C (0.040105, 0.821351, -0.072373)  0.206
C (-1.490406, 1.002487, -0.013581)  -0.795
C (1.345768, -1.703413, 0.079447)  -0.693
S (1.374461, 1.588666, -0.180144)  -0.287
Cl (2.774129, -0.857475, -0.025484)  -0.089
H (-1.795720, 0.518170, 0.991346)  0.233
H (-1.858541, 1.938456, 0.007369)  0.383
H (-1.890587, 0.423821, -0.785625)  0.278
H (0.899692, -2.022118, -0.806798)  0.359
H (0.601097, -1.709944, 0.805845)  0.406

Forces on the atoms, in the same order (eV/Å):
-1.38 -0.20 -0.09
3.05 -3.57 2.99
-0.06 0.27 -0.83
-0.43 1.20 -0.04
0.27 -0.69 0.50
0.35 0.52 -1.59
-0.87 3.49 -0.22
-0.81 -0.91 -1.17
0.02 -0.52 -1.77
-0.15 0.41 2.21

=====

The following is a quantum chemistry calculation of a 2-piece molecular cluster, C3H5ClS overall in a non-equilibrium geometry, from the OMol25 dataset.

As for the net charge: 0. The calculation puts the HOMO energy at -0.3488 hartree. For the frontier orbital gap, the calculation gives 10.24 eV. Its SMILES is ClC1=CC1.S. The calculation puts the energy relative to the best compared isomer or geometry (same formula, charge and spin) at 246.7 kJ/mol.

Each line ends with the Mulliken charge.
CARTESIAN COORDINATES (ANGSTROEM)
Cl (0.143488, -0.785409, 0.610778)  -0.148
C (-0.535363, -0.202410, -0.814969)  -0.065
C (-0.660977, -0.288874, -2.091281)  -0.053
C (-1.654247, 0.631828, -1.396895)  -0.504
H (-0.289253, -0.610489, -3.013669)  0.384
H (-1.546516, 1.788683, -1.450912)  0.158
H (-2.705088, 0.429374, -1.301528)  0.226
S (2.093390, 0.138141, 3.408468)  -0.279
H (3.027510, -0.874993, 3.913094)  0.164
H (2.127058, -0.225851, 2.136915)  0.117

Forces on the atoms, in the same order (eV/Å):
0.02 0.06 -0.04
-1.22 0.11 -0.26
-0.20 0.74 0.96
1.07 2.27 0.15
0.26 -0.49 -1.04
0.26 -1.92 0.03
-0.32 -0.81 0.08
1.41 -1.33 1.51
-1.57 1.66 -1.12
0.30 -0.30 -0.27

=====

The following is a quantum chemistry calculation of C3H5ClSi as an isolated structure in a non-equilibrium geometry, from the OMol25 dataset.

As for the net charge: 0. The calculation puts the HOMO energy at -0.3437 hartree. For the frontier orbital gap, the calculation gives 9.78 eV. The calculation puts the energy relative to the best compared isomer or geometry (same formula, charge and spin) at 188.7 kJ/mol.

Each line ends with the Mulliken charge.
CARTESIAN COORDINATES (ANGSTROEM)
C (-0.974400, -0.175924, -0.117882)  0.378
C (0.186885, 0.082956, -0.311165)  -0.567
C (-2.323278, -0.841856, -0.057288)  -1.084
Si (2.382132, 0.949883, 0.033404)  0.561
Cl (3.404528, -0.641229, -0.255663)  -0.128
H (-2.904342, -0.115246, -0.516100)  0.299
H (-2.401554, -1.769590, -0.496013)  0.331
H (-2.455729, -0.861836, 0.934078)  0.319
H (2.257303, 1.241403, 1.572649)  -0.049
H (2.828452, 2.131441, -0.786016)  -0.060

Forces on the atoms, in the same order (eV/Å):
-0.58 -1.91 -0.81
4.07 2.42 0.56
3.24 2.75 -1.29
-5.14 1.23 1.59
1.90 -2.31 -0.58
-1.97 0.91 -0.74
0.15 -1.96 -1.07
-1.48 -0.45 3.74
0.25 -0.07 -1.64
-0.44 -0.62 0.25

=====

The following is a quantum chemistry calculation of C3H5CoO4 as an isolated structure in a non-equilibrium geometry, from the OMol25 dataset.

As for the net charge: +1. Its spin multiplicity is 6. The calculation puts the HOMO energy (alpha / beta) at -0.4984 / -0.5549 hartree. For the frontier orbital gap (alpha / beta), the calculation gives 8.43 / 6.09 eV. The expectation value of S² is 8.7688. The calculation puts the energy relative to the best compared isomer or geometry (same formula, charge and spin) at 43.8 kJ/mol.

Each line ends with the Mulliken charge.
CARTESIAN COORDINATES (ANGSTROEM)
C (-0.994311, 1.581816, -0.982495)  -0.702
C (-1.427359, 0.675645, 0.132582)  -0.062
O (-1.383437, -0.635411, -0.172070)  -0.307
Co (-0.092169, -1.860473, -0.151180)  0.875
H (-1.330690, 2.610048, -0.791769)  0.330
H (0.100050, 1.519485, -1.103509)  0.243
H (-1.373246, 1.235813, -1.963927)  0.301
H (-2.326645, 0.971348, 0.702623)  0.292
H (0.741752, 0.208901, 1.350445)  0.474
O (1.017455, -0.929310, 1.244623)  -0.542
C (2.118658, -1.583486, 0.723667)  1.026
O (1.704163, -2.517913, -0.050201)  -0.513
O (3.245782, -1.276469, 1.061210)  -0.415

Forces on the atoms, in the same order (eV/Å):
0.34 -0.15 -0.61
-0.44 0.73 0.07
-0.37 -0.33 -0.41
0.83 -0.70 0.23
0.26 -0.40 -0.04
-0.19 0.33 0.17
-0.21 0.18 0.43
0.40 -0.34 0.01
1.98 -4.50 -0.46
-3.70 4.52 0.86
5.79 1.47 1.49
-2.03 -0.09 -0.83
-2.65 -0.72 -0.92

=====

The following is a quantum chemistry calculation of C3H5CsO3 as an isolated structure in a non-equilibrium geometry, from the OMol25 dataset.

As for the net charge: +1. Its spin multiplicity is 2. The calculation puts the HOMO energy (alpha / beta) at -0.4654 / -0.4651 hartree. For the frontier orbital gap (alpha / beta), the calculation gives 9.29 / 7.27 eV. The expectation value of S² is 0.7539. The calculation puts the energy relative to the best compared isomer or geometry (same formula, charge and spin) at 157.7 kJ/mol.

Each line ends with the Mulliken charge.
CARTESIAN COORDINATES (ANGSTROEM)
H (-1.862226, -1.779234, 1.641409)  0.244
C (-1.895477, -1.916607, 0.497749)  -0.336
C (-0.639624, -2.557126, -0.066607)  -0.268
O (0.421593, -1.605194, 0.074475)  0.025
C (1.643223, -2.029094, 0.363660)  -0.471
O (2.361871, -0.941057, 0.381301)  -0.320
H (-2.826083, -2.460362, 0.262030)  0.376
H (-0.762324, -2.761477, -1.137731)  0.284
H (-0.383762, -3.483296, 0.458372)  0.354
H (3.287802, -1.156563, 0.550709)  0.452
Cs (-0.187876, 1.698887, -0.356893)  1.031
O (-1.988297, -0.579424, 0.313245)  -0.373

Forces on the atoms, in the same order (eV/Å):
0.09 -0.93 -0.60
-0.08 0.66 1.11
0.29 -0.28 0.04
0.05 0.45 -0.04
-0.55 -0.96 -0.01
0.34 0.94 -0.11
0.24 0.06 0.13
-0.02 0.01 0.25
-0.05 0.14 -0.15
-0.08 -0.21 0.08
0.11 -0.12 0.03
-0.33 0.26 -0.72

=====

The following is a quantum chemistry calculation of C3H5CuNaO3 as an isolated structure in a non-equilibrium geometry, from the OMol25 dataset.

As for the net charge: 0. Its spin multiplicity is 2. The calculation puts the HOMO energy (alpha / beta) at -0.1619 / -0.3052 hartree. For the frontier orbital gap (alpha / beta), the calculation gives 3.35 / 7.91 eV. The expectation value of S² is 0.7530.

Each line ends with the Mulliken charge.
CARTESIAN COORDINATES (ANGSTROEM)
O (-1.399115, 0.238683, 0.502231)  -0.318
C (-0.415557, 1.166666, 0.718101)  0.492
C (-0.832604, -1.058006, 0.334310)  -0.401
O (-0.614134, 2.342838, 0.316981)  -0.730
O (0.814802, 0.389033, -0.447792)  -0.797
C (0.227309, -0.857635, -0.748680)  -0.270
H (-1.633056, -1.745749, 0.042400)  0.300
H (-0.365929, -1.386989, 1.277673)  0.246
H (-0.250621, -0.870576, -1.742965)  0.241
H (0.953712, -1.688038, -0.727639)  0.222
H (0.148762, 0.986238, 1.656064)  0.265
Cu (0.392281, 2.302169, -1.529660)  0.122
Na (2.974146, 0.181366, 0.348976)  0.628

Forces on the atoms, in the same order (eV/Å):
0.09 -0.43 -0.09
-0.47 1.22 -0.18
-0.10 0.21 0.11
0.45 -1.08 0.29
0.26 -0.52 0.31
-0.07 -0.04 -0.17
0.17 0.17 0.17
-0.13 -0.03 -0.16
0.16 0.13 0.24
-0.07 0.12 -0.01
-0.08 -0.04 -0.32
0.23 -0.05 0.21
-0.44 0.36 -0.40

=====

The following is a quantum chemistry calculation of a 2-piece molecular cluster, C3H5F overall in a non-equilibrium geometry, from the OMol25 dataset.

As for the net charge: 0. The calculation puts the HOMO energy at -0.3940 hartree. For the frontier orbital gap, the calculation gives 11.55 eV. Its SMILES is C#CF.C. The calculation puts the energy relative to the best compared isomer or geometry (same formula, charge and spin) at 248.5 kJ/mol.

Each line ends with the Mulliken charge.
CARTESIAN COORDINATES (ANGSTROEM)
C (0.998439, 1.400375, 3.099364)  -0.212
C (1.773604, 0.731837, 2.464376)  0.079
F (2.703888, 0.123682, 1.792867)  -0.216
H (0.337236, 1.663641, 3.861165)  0.353
C (-0.546490, -0.474551, -0.446515)  -0.848
H (-1.428856, -1.188888, -0.649033)  0.243
H (-0.222701, -0.667183, 0.610912)  0.159
H (0.204550, -0.813231, -1.282291)  0.208
H (-0.711468, 0.584321, -0.471879)  0.233

Forces on the atoms, in the same order (eV/Å):
1.24 -1.42 -0.89
0.36 0.30 0.06
-0.93 0.53 0.40
-0.69 0.59 0.42
0.50 -2.75 -0.68
0.90 1.71 0.41
0.18 -0.21 -1.16
-0.97 0.87 1.98
-0.60 0.38 -0.53

=====

The following is a quantum chemistry calculation of a single C3H5F molecule in a non-equilibrium geometry, from the OMol25 dataset.

As for the net charge: 0. The calculation puts the HOMO energy at -0.3519 hartree. For the frontier orbital gap, the calculation gives 10.65 eV. Its SMILES is C=C(C)F. The calculation puts the energy relative to the best compared isomer or geometry (same formula, charge and spin) at 131.3 kJ/mol.

Each line ends with the Mulliken charge.
CARTESIAN COORDINATES (ANGSTROEM)
C (0.793239, -1.220037, 0.294762)  -0.757
C (0.684598, -0.000649, -0.203126)  0.449
C (-0.948454, 0.857941, -0.114669)  -0.878
F (1.668127, 0.664494, -0.739140)  -0.227
H (1.698891, -1.673141, 0.582261)  0.317
H (-0.107664, -1.688447, 0.492131)  0.239
H (-1.609488, 0.093860, -0.516441)  0.285
H (-1.208120, 1.051496, 0.860541)  0.310
H (-0.971128, 1.914486, -0.656319)  0.262

Forces on the atoms, in the same order (eV/Å):
0.29 1.63 -0.43
-4.43 1.10 0.69
3.80 -0.12 -3.52
0.86 0.96 -0.07
1.04 -0.59 -0.32
-1.51 -0.90 0.84
-0.15 0.40 -0.32
-0.12 0.15 2.46
0.23 -2.63 0.67

=====

The following is a quantum chemistry calculation of a single C3H5F2IN2O3S2 molecule in a non-equilibrium geometry, from the OMol25 dataset.

As for the net charge: 0. The calculation puts the HOMO energy (alpha / beta) at -0.3701 / -0.3343 hartree. For the frontier orbital gap (alpha / beta), the calculation gives 8.98 / 6.35 eV. The calculation puts the energy relative to the best compared isomer or geometry (same formula, charge and spin) at 308.4 kJ/mol.

Each line ends with the Mulliken charge.
CARTESIAN COORDINATES (ANGSTROEM)
C (1.978597, -0.394353, 0.830839)  -0.484
C (0.725736, 1.008191, -1.896757)  0.319
C (-1.436079, 0.732012, 1.154067)  -0.777
N (-0.271181, -1.556388, -1.880496)  -0.636
N (-0.580542, -0.233343, 0.479048)  0.054
O (0.337653, -2.478611, 0.863042)  -0.601
O (0.131350, -0.853626, 2.763905)  -0.547
O (-1.759005, 0.405572, -1.724441)  -0.636
F (0.305099, 2.259093, -1.891464)  -0.216
F (1.171880, 0.784481, -3.104716)  -0.202
S (0.483996, -1.133205, 1.393175)  0.972
S (-0.614507, -0.255969, -1.206057)  0.878
I (2.118257, 1.379310, 1.891472)  0.239
H (1.959940, -0.333265, -0.282136)  0.435
H (-1.755187, 0.143316, 2.070567)  0.364
H (-0.903572, 1.737809, 1.383596)  0.229
H (-2.384130, 0.945872, 0.554740)  0.303
H (0.491695, -2.156896, -1.398385)  0.308

Forces on the atoms, in the same order (eV/Å):
-1.00 0.77 0.32
-0.08 0.25 1.19
-1.41 0.96 1.06
1.71 -0.98 1.87
-0.67 1.10 -1.48
0.96 1.27 0.72
0.82 -0.28 -1.15
-1.26 0.32 0.78
-0.29 0.23 0.60
-0.06 -0.96 -0.24
-1.06 -2.46 -0.19
1.80 -0.64 -2.52
0.87 0.00 -0.45
0.60 -0.12 0.84
0.28 1.48 -0.82
-0.86 -1.80 -0.21
1.53 -0.40 0.58
-1.90 1.25 -0.92